Record 1
The following is a quantum chemistry calculation of 2 unconnected molecules or ions with the total composition C4H10NO, from the OMol25 dataset.

Properties
DFT total energy	-287.9817	Eh
spin multiplicity	1
charge	+1

Cartesian coordinates (Å):
C 0.25 1.35 -1.32
C 0.06 0.44 -0.01
C -0.80 -0.76 -0.20
C -2.23 -0.30 0.09
O -3.04 -1.16 0.27
N 2.34 -0.99 1.38
H -0.70 1.14 -1.84
H 0.29 2.35 -0.87
H 1.09 1.15 -1.95
H -0.13 1.13 0.80
H -0.98 -1.29 -1.15
H -0.72 -1.56 0.56
H -2.55 0.75 0.03
H 2.54 -0.82 2.35
H 1.45 -0.63 1.07
H 3.13 -0.80 0.79

---

Record 2
The following is a quantum chemistry calculation of a gas-phase ion, C4H6O7S2 (charge -2), from the OMol25 dataset.

Properties
structure (SMILES)	C[C@H]([C@H](C=O)S(=O)(=O)[O-])S(=O)(=O)[O-]
DFT total energy	-1479.1280	Eh
spin multiplicity	1
charge	-2

Cartesian coordinates (Å):
C 2.40 0.47 1.02
C -1.13 -0.09 -0.49
C 1.37 -0.14 0.20
C -0.04 0.41 0.41
O 3.26 0.45 -1.51
O -1.71 0.88 2.50
O 3.38 -0.13 1.53
O 1.44 -0.76 -2.47
O 1.09 1.60 -1.86
O -0.72 -1.41 2.27
O 0.68 0.28 3.03
S 1.77 0.31 -1.58
S -0.52 0.05 2.24
H 2.43 1.60 0.92
H -1.22 -1.18 -0.32
H -2.13 0.30 -0.15
H -1.07 0.01 -1.55
H 1.58 -1.22 0.21
H 0.01 1.52 0.32

---

Taking the records one at a time from the top gives frontier orbital gap values of 6.35 8.42 eV.
Taking the records one at a time from the top gives LUMO energy values of -7.90 6.03 eV.